# 1
{
  "formula": "C28H31N5O6PRuS5",
  "method": "the ωB97M-V functional and the def2-TZVPD basis",
  "multiplicity": 5,
  "e_tot_ha": -4237.74085,
  "orbital_gap_ev": [7.36, 6.52],
  "s2": 6.0291,
  "total_charge": 1,
  "elements": ["Ru", "O", "C", "C", "C", "C", "C", "C", "C", "P", "C", "C", "C", "C", "C", "C", "C", "C", "C", "C", "C", "C", "H", "H", "H", "H", "H", "H", "H", "H", "H", "H", "H", "H", "H", "H", "S", "S", "S", "S", "N", "C", "N", "O", "H", "H", "H", "H", "C", "C", "S", "O", "O", "C", "C", "N", "C", "N", "C", "C", "N", "O", "O", "C", "H", "H", "H", "H", "H", "H", "H", "H", "H", "H", "H", "H", "H"],
  "xyz": [[-2.5000, -0.8350, 0.1868], [-4.9085, -1.2336, -0.7369], [-3.8552, -1.6838, -1.0960], [-3.5759, -2.6757, -2.1488], [-4.5817, -3.3652, -2.8171], [-4.2167, -4.3259, -3.7433], [-2.8684, -4.5858, -3.9865], [-1.8723, -3.8850, -3.3231], [-2.2296, -2.9128, -2.3982], [-1.0787, -1.7873, -1.5205], [-0.5765, -0.6709, -2.8676], [0.2167, -1.0797, -3.9404], [0.4685, -0.2150, -4.9924], [-0.0826, 1.0601, -4.9974], [-0.9012, 1.4638, -3.9546], [-1.1463, 0.5980, -2.8994], [0.2975, -2.8959, -1.0935], [-0.0155, -4.0158, -0.3224], [0.9708, -4.9228, 0.0310], [2.2788, -4.7222, -0.3915], [2.5971, -3.6057, -1.1512], [1.6144, -2.6871, -1.4931], [-5.6203, -3.1556, -2.5971], [-4.9770, -4.8839, -4.2728], [-2.5937, -5.3472, -4.7050], [-0.8303, -4.1039, -3.5218], [0.6331, -2.0775, -3.9697], [1.0901, -0.5404, -5.8161], [0.1165, 1.7324, -5.8213], [-1.3506, 2.4480, -3.9630], [-1.8043, 0.9127, -2.0974], [-1.0386, -4.1956, -0.0104], [0.7153, -5.7898, 0.6257], [3.0479, -5.4355, -0.1255], [3.6168, -3.4410, -1.4741], [1.8835, -1.7961, -2.0412], [-2.8681, -2.7040, 1.5079], [-4.7238, -2.5295, 2.2898], [-5.0227, -0.5556, 2.7826], [-3.9603, 0.6331, 1.6543], [3.6483, 0.3018, 0.6445], [2.5114, -0.4502, 0.5405], [2.4510, -1.5529, 1.3370], [1.5825, -0.1191, -0.1912], [4.4814, -0.0554, 1.0776], [3.7572, 1.0336, -0.0357], [3.2296, -1.8634, 1.8892], [1.6911, -2.1931, 1.1821], [2.0526, 7.2664, 4.0323], [1.0371, 6.5728, 3.1388], [1.7233, 5.1949, 2.2262], [3.1546, 5.1587, 2.3918], [1.1547, 5.2004, 0.8961], [1.0735, 3.7403, 3.0222], [1.6093, 2.5181, 2.2781], [0.6323, 1.4285, 2.2421], [-0.2308, 1.2040, 1.2284], [-0.8964, 0.0700, 1.4204], [-0.4623, -0.4583, 2.6066], [0.4791, 0.3703, 3.1115], [1.1914, 0.2302, 4.3479], [1.8518, 1.1828, 4.7253], [1.1513, -0.8602, 4.8745], [-0.4203, 2.1039, 0.0637], [1.5828, 8.1296, 4.5016], [2.9106, 7.6054, 3.4564], [2.4155, 6.6024, 4.8158], [0.6365, 7.2277, 2.3659], [0.1979, 6.1714, 3.7117], [-0.0131, 3.8069, 2.9486], [1.3809, 3.7360, 4.0675], [2.5179, 2.1524, 2.7413], [1.8393, 2.7585, 1.2433], [-0.8402, -1.3750, 3.0240], [0.1470, 3.0273, 0.1501], [-1.4758, 2.3660, -0.0283], [-0.1008, 1.5807, -0.8368]]
}

---

# 2
{
  "formula": "C4H11AuO3",
  "method": "the ωB97M-V functional and the def2-TZVPD basis",
  "multiplicity": 3,
  "e_tot_ha": -519.38941,
  "orbital_gap_ev": [10.63, 7.27],
  "s2": 2.0064,
  "total_charge": 2,
  "elements": ["O", "C", "C", "O", "C", "Au", "H", "H", "H", "H", "H", "H", "H", "O", "H", "C", "H", "H", "H"],
  "xyz": [[-0.6101, 1.9505, 0.0195], [-1.9340, 1.4167, -0.0223], [-1.8156, -0.0401, -0.4072], [-0.7591, -0.6170, 0.3648], [-0.6053, -2.0227, 0.1786], [0.5947, 0.6245, 0.7133], [-2.5386, 1.9475, -0.7693], [-2.3973, 1.5175, 0.9679], [-1.5567, -0.1365, -1.4723], [-2.7569, -0.5690, -0.2009], [0.2214, -2.3594, 0.8105], [-1.5374, -2.5314, 0.4602], [-0.3653, -2.2422, -0.8702], [2.0377, 0.6153, -0.0623], [-0.2777, 2.6509, -0.6482], [3.2909, 0.0664, 0.1767], [3.7555, -0.3269, -0.7463], [3.9750, 0.8251, 0.6043], [3.2787, -0.7693, 0.9032]]
}

---

# 3
{
  "formula": "C57H94N13OPb",
  "method": "the ωB97M-V functional and the def2-TZVPD basis",
  "e_tot_ha": -3207.53524,
  "orbital_gap_ev": 3.33,
  "total_charge": 1,
  "elements": ["Pb", "C", "C", "C", "C", "C", "C", "N", "O", "C", "C", "C", "H", "H", "H", "H", "H", "H", "H", "H", "H", "H", "H", "H", "H", "H", "H", "H", "H", "H", "C", "C", "C", "C", "N", "H", "H", "H", "H", "H", "H", "H", "C", "C", "C", "C", "N", "H", "H", "H", "H", "H", "H", "H", "C", "C", "C", "C", "N", "H", "H", "H", "H", "H", "H", "H", "C", "C", "C", "C", "N", "H", "H", "H", "H", "H", "H", "H", "C", "C", "C", "C", "N", "H", "H", "H", "H", "H", "H", "H", "C", "C", "C", "C", "N", "H", "H", "H", "H", "H", "H", "H", "C", "C", "C", "C", "N", "H", "H", "H", "H", "H", "H", "H", "C", "C", "C", "C", "N", "H", "H", "H", "H", "H", "H", "H", "N", "C", "C", "C", "C", "H", "H", "H", "H", "H", "N", "C", "C", "C", "C", "H", "H", "H", "H", "H", "N", "C", "C", "C", "C", "H", "H", "H", "H", "H", "N", "C", "C", "C", "C", "H", "H", "H", "H", "H"],
  "xyz": [[0.5539, 5.2746, -3.2449], [-1.8556, -1.1271, -0.3874], [-1.0294, 0.1313, -0.0014], [-0.5623, -0.1315, 1.4697], [0.6265, -1.0352, 1.5999], [1.7420, -0.4870, 0.7609], [1.3985, -0.1512, -0.7546], [0.1583, 0.6185, -0.8234], [-0.1879, 1.1050, -2.1128], [1.1950, -1.4887, -1.4975], [2.5540, 0.6826, -1.4229], [-1.9698, 1.3857, 0.1231], [-2.8932, -0.8188, -0.5160], [-1.7824, -2.0138, 0.2423], [-1.5195, -1.3261, -1.4050], [-1.3311, -0.6342, 2.0564], [-0.4682, 0.7991, 2.0294], [0.2887, -2.0302, 1.3102], [0.8885, -1.1363, 2.6531], [2.5928, -1.1572, 0.6381], [2.2276, 0.3428, 1.2745], [2.1502, -1.9488, -1.7505], [0.6479, -1.3628, -2.4318], [0.6579, -2.2686, -0.9578], [3.5529, 0.3699, -1.1190], [2.4699, 1.7240, -1.1122], [2.4522, 0.6725, -2.5081], [-2.8076, 1.1762, 0.7882], [-2.4136, 1.6157, -0.8455], [-1.4200, 2.2397, 0.5187], [6.2337, -0.2860, -6.5889], [4.9407, -0.7855, -7.1858], [4.1661, 0.2296, -8.0557], [3.5223, 1.2884, -7.2991], [2.9528, 2.1589, -6.7674], [6.9896, -0.2766, -7.3742], [6.6709, -0.9280, -5.8242], [6.1197, 0.6767, -6.0904], [4.2276, -0.9938, -6.3882], [5.0730, -1.7352, -7.7042], [3.3005, -0.2060, -8.5547], [4.8402, 0.6910, -8.7774], [-0.3846, -7.8239, -0.7402], [0.0495, -7.8884, 0.7320], [0.3951, -9.3278, 1.1009], [-0.7657, -10.2510, 0.8880], [-1.6420, -10.9666, 0.6591], [-1.2234, -8.4330, -1.0771], [0.3832, -8.1890, -1.4224], [-0.4878, -6.8143, -1.1381], [-0.7559, -7.4271, 1.3036], [0.8594, -7.1750, 0.8838], [0.6065, -9.4295, 2.1653], [1.2917, -9.6451, 0.5684], [-6.4810, -7.5296, 2.4574], [-5.8942, -6.9201, 1.1953], [-6.2131, -5.4444, 1.0963], [-7.5843, -5.0807, 1.4024], [-8.6934, -4.7663, 1.5694], [-6.1136, -8.5538, 2.5209], [-7.5692, -7.4884, 2.4086], [-6.1050, -7.1345, 3.4011], [-6.3765, -7.3860, 0.3360], [-4.8285, -7.1476, 1.1705], [-6.0488, -5.0047, 0.1125], [-5.5504, -4.8827, 1.7547], [8.5117, 3.6138, -2.3326], [8.8822, 4.8392, -3.2156], [8.1310, 6.1923, -2.9358], [6.6471, 5.9123, -2.9454], [5.5096, 5.6730, -3.0120], [7.8547, 2.9565, -2.9022], [8.0032, 4.0032, -1.4506], [9.4486, 3.1233, -2.0686], [8.7456, 4.5887, -4.2676], [9.9392, 5.0832, -3.1099], [8.3667, 7.0031, -3.6250], [8.3506, 6.5581, -1.9328], [-6.9782, 7.8543, -4.4049], [-7.3000, 6.3521, -3.9177], [-6.6735, 6.0781, -2.4947], [-5.1777, 6.4705, -2.4168], [-4.0421, 6.7273, -2.3897], [-5.9022, 8.0173, -4.4667], [-7.4975, 8.6043, -3.8083], [-7.4533, 7.9724, -5.3788], [-6.8035, 5.6363, -4.5728], [-8.3672, 6.1423, -3.8459], [-6.7993, 5.0103, -2.3158], [-7.2079, 6.6408, -1.7291], [8.1143, -0.9209, 2.5716], [9.3946, -1.3936, 1.8679], [9.3073, -2.8996, 1.3363], [8.2196, -3.0336, 0.3671], [7.3871, -3.1002, -0.4469], [7.2487, -1.1775, 1.9608], [8.0277, 0.1592, 2.6900], [7.9848, -1.3998, 3.5421], [10.1819, -1.1418, 2.5783], [9.5277, -0.7424, 1.0039], [9.0304, -3.6105, 2.1148], [10.3169, -3.1341, 0.9988], [4.5323, 4.5246, 4.0892], [3.8901, 5.8375, 4.5258], [2.4887, 6.0452, 3.9883], [2.2568, 5.6620, 2.5802], [1.9893, 5.3659, 1.4998], [5.5136, 4.4152, 4.5510], [4.7154, 4.4918, 3.0152], [3.8843, 3.6966, 4.3766], [4.5019, 6.6629, 4.1616], [3.8896, 5.8108, 5.6154], [2.1854, 7.0744, 4.1801], [1.7995, 5.4694, 4.6060], [-7.3654, -0.2676, 4.1536], [-6.5626, 0.5221, 5.1807], [-6.7712, 0.0084, 6.6968], [-6.6299, -1.4103, 6.8116], [-6.5603, -2.5676, 6.8463], [-6.9916, -1.2858, 4.0453], [-7.3367, 0.2876, 3.2161], [-8.4081, -0.3698, 4.4546], [-6.9960, 1.5200, 5.1143], [-5.4999, 0.5529, 4.9405], [-7.7869, 0.2085, 7.0381], [-6.0695, 0.5550, 7.3269], [3.9465, -6.7528, -4.4922], [4.1208, -8.0506, -4.8096], [3.0674, -8.4260, -5.6828], [2.1621, -7.4033, -5.6163], [2.7671, -6.3140, -4.9964], [4.5616, -6.1844, -3.9277], [4.9681, -8.5858, -4.4071], [2.8774, -9.3340, -6.2359], [1.1603, -7.3394, -6.0146], [2.5173, -5.2812, -4.8031], [-1.8764, -0.0152, 9.4439], [-1.2930, 0.6910, 8.4087], [-1.4315, 2.0658, 8.6127], [-2.1216, 2.2260, 9.8023], [-2.2795, 0.8679, 10.3627], [-1.8934, -1.0244, 9.4797], [-0.9188, 0.1343, 7.5622], [-1.0675, 2.8833, 8.0081], [-2.3940, 3.2084, 10.1588], [-2.7243, 0.4988, 11.2751], [-2.7275, -0.2648, -6.7554], [-2.4565, -1.2900, -7.6112], [-3.4233, -1.3534, -8.5798], [-4.3144, -0.2950, -8.3366], [-3.8369, 0.4206, -7.2140], [-2.2795, 0.0587, -5.9099], [-1.6010, -1.9273, -7.4426], [-3.6783, -2.0601, -9.3557], [-5.1108, -0.1625, -9.0539], [-4.1671, 1.3666, -6.8109], [-5.6530, 6.7166, 5.5187], [-5.5908, 7.6184, 4.5073], [-4.3507, 7.4670, 3.8164], [-3.7103, 6.3853, 4.4481], [-4.5553, 5.9190, 5.4852], [-6.4067, 6.5914, 6.1793], [-6.4310, 8.2834, 4.3721], [-3.9597, 7.9815, 2.9511], [-2.7657, 5.9806, 4.1158], [-4.5495, 5.0884, 6.1754]]
}

---

# 4
{
  "formula": "C31H53F3MgO15S",
  "method": "the ωB97M-V functional and the def2-TZVPD basis",
  "e_tot_ha": -3239.43666,
  "orbital_gap_ev": 7.86,
  "total_charge": 0,
  "elements": ["Mg", "C", "C", "O", "H", "H", "H", "H", "H", "C", "F", "F", "F", "S", "O", "O", "O", "C", "C", "C", "O", "C", "H", "H", "H", "H", "H", "H", "H", "H", "C", "C", "C", "O", "C", "H", "H", "H", "H", "H", "H", "H", "H", "C", "C", "C", "O", "C", "H", "H", "H", "H", "H", "H", "H", "H", "O", "C", "O", "C", "C", "C", "H", "H", "H", "H", "H", "H", "O", "C", "O", "C", "C", "C", "H", "H", "H", "H", "H", "H", "O", "C", "O", "C", "C", "C", "H", "H", "H", "H", "H", "H", "O", "C", "O", "C", "C", "C", "H", "H", "H", "H", "H", "H"],
  "xyz": [[24.9370, -15.2469, 18.7447], [27.6760, -16.3654, 16.1656], [26.1556, -16.8026, 16.0649], [25.3499, -16.1911, 17.0478], [27.9016, -15.3105, 16.3218], [28.1847, -16.6585, 15.2472], [28.2338, -16.8584, 16.9618], [26.0262, -17.8837, 16.1145], [25.8332, -16.4347, 15.0908], [26.5985, -18.9195, 20.0804], [27.2632, -18.7835, 18.9245], [25.4470, -19.4067, 19.8011], [27.2320, -19.7983, 20.9076], [26.4556, -17.1930, 20.9167], [25.5872, -17.4197, 22.0814], [27.7976, -16.7366, 21.2783], [25.8256, -16.2299, 20.0011], [31.3517, -15.1543, 18.3547], [32.8033, -14.6902, 18.1572], [32.6535, -13.3798, 17.3405], [31.3591, -13.5947, 16.6315], [30.6045, -14.7344, 17.0480], [30.9576, -14.6336, 19.2274], [31.2220, -16.2268, 18.4991], [33.3785, -15.4972, 17.7034], [33.2580, -14.6286, 19.1459], [33.3864, -13.3870, 16.5337], [32.8062, -12.5343, 18.0112], [30.6913, -15.5784, 16.3637], [29.5707, -14.4287, 17.2086], [27.5136, -19.8158, 11.5325], [27.6840, -18.9396, 12.8217], [27.7686, -19.8572, 13.9500], [28.2728, -21.0758, 13.3573], [28.2934, -21.1214, 11.9387], [27.9432, -19.3560, 10.6425], [26.4710, -20.0766, 11.3509], [26.8157, -18.2900, 12.9322], [28.5194, -18.2394, 12.8166], [26.7749, -20.0269, 14.3645], [28.3948, -19.3774, 14.7022], [27.6750, -21.9721, 11.6524], [29.3491, -21.0881, 11.6695], [26.0443, -15.8680, 11.0549], [26.6676, -15.3264, 9.7579], [27.9356, -14.5930, 10.2431], [27.7267, -14.2528, 11.6408], [26.4146, -14.6952, 12.0748], [26.4842, -16.8269, 11.3292], [24.9613, -15.9164, 11.1686], [26.0210, -14.5373, 9.3741], [26.6478, -16.1583, 9.0538], [27.9013, -13.6623, 9.6767], [28.7538, -15.2583, 9.9676], [25.6179, -13.9531, 12.0226], [26.5366, -15.0064, 13.1123], [23.7337, -13.7604, 17.6443], [23.1567, -12.9169, 16.9036], [22.4420, -11.9450, 17.3686], [22.0182, -11.0894, 16.3795], [22.6892, -11.4090, 15.0480], [23.2348, -12.8153, 15.3859], [22.1392, -10.0590, 16.7138], [20.9569, -10.9758, 16.1581], [23.4605, -10.6484, 14.9264], [22.0306, -11.1191, 14.2292], [24.2249, -13.0340, 14.9858], [22.4971, -13.5508, 15.0652], [22.6460, -19.3451, 12.6100], [22.6068, -18.2093, 12.9984], [23.6321, -17.3685, 12.8499], [23.3869, -16.0208, 13.3135], [22.3300, -16.3025, 14.4044], [21.5116, -17.4515, 13.7732], [22.9746, -15.3742, 12.5390], [24.3295, -15.5964, 13.6591], [21.6898, -15.4448, 14.6108], [22.8326, -16.7571, 15.2581], [20.7005, -17.0871, 13.1429], [21.1129, -18.1159, 14.5398], [20.7450, -20.1054, 15.9782], [21.9289, -20.3487, 15.7848], [22.9042, -19.5062, 16.2305], [24.1556, -20.0848, 16.2158], [23.9358, -21.4109, 15.5922], [22.5480, -21.4842, 15.0257], [24.5965, -20.0766, 17.2126], [24.8028, -19.4318, 15.6302], [24.0154, -22.1656, 16.3746], [24.6893, -21.6448, 14.8401], [22.1279, -22.4550, 15.2886], [22.4347, -21.3771, 13.9469], [25.8390, -11.3820, 13.9328], [27.0269, -11.3514, 13.7467], [27.6487, -10.8048, 12.6921], [29.0193, -10.9107, 12.8460], [29.3127, -11.2267, 14.3297], [28.0653, -11.9700, 14.7161], [29.5840, -10.0452, 12.4993], [29.3814, -11.7913, 12.3154], [29.6059, -10.2853, 14.7945], [30.2116, -11.8431, 14.3189], [27.6910, -11.8467, 15.7323], [28.2735, -13.0398, 14.6976]]
}